Entry from the Open Molecules 2025 dataset: 11 unconnected molecules or ions with the total composition C71H157N7O15 (the ωB97M-V functional and the def2-TZVPD basis).

Positions of all 250 atoms, in Å:
1 C -2.49167 -19.19675 29.86676
2 C -1.01274 -18.92997 30.12685
3 C -0.20789 -20.26332 29.82193
4 C -0.42761 -17.85244 29.22406
5 C -0.75978 -16.43071 29.69300
6 C -0.38835 -16.26742 31.16771
7 C -0.83759 -17.32245 32.05229
8 C -0.11546 -17.24944 33.37207
9 C -2.35994 -17.15499 32.32090
10 N -0.48984 -18.61196 31.47641
11 O -0.90622 -19.63834 32.37897
12 H -2.99338 -18.22707 29.69817
13 H -2.64604 -19.76156 28.92046
14 H -3.03191 -19.77911 30.63242
15 H -0.25520 -20.52469 28.74889
16 H 0.86259 -20.15900 30.06791
17 H -0.59263 -21.14957 30.35272
18 H 0.69379 -17.96913 29.23246
19 H -0.83863 -18.01049 28.16087
20 H -0.13004 -15.72201 29.14724
21 H -1.82196 -16.28958 29.31110
22 H -0.81368 -15.35381 31.55795
23 H 0.67291 -16.24845 31.25061
24 H 0.95125 -17.47516 33.27516
25 H -0.50845 -17.93218 34.16239
26 H -0.32775 -16.26819 33.79587
27 H -2.78625 -18.12744 32.55645
28 H -2.90285 -16.68955 31.49755
29 H -2.53179 -16.51327 33.23014
30 H -0.06911 -20.13479 32.61890
31 C -8.51870 -20.59014 30.72468
32 C -9.44868 -19.47839 30.22480
33 C -10.36236 -20.00294 29.06122
34 C -10.36455 -18.94956 31.35704
35 C -9.52260 -18.10485 32.41575
36 C -8.68473 -17.07625 31.63334
37 C -7.79180 -17.56508 30.48463
38 C -7.45629 -16.38529 29.53142
39 C -6.45954 -18.18672 31.10530
40 N -8.69022 -18.39978 29.67511
41 O -7.78242 -18.96372 28.62437
42 H -7.65377 -20.70259 30.10099
43 H -8.12135 -20.44075 31.73695
44 H -9.00755 -21.55300 30.76446
45 H -10.71685 -19.15767 28.48716
46 H -9.90638 -20.74661 28.44313
47 H -11.27400 -20.50377 29.45201
48 H -11.19900 -18.38399 30.88817
49 H -10.79966 -19.82912 31.85411
50 H -10.24820 -17.59155 33.06139
51 H -8.87115 -18.80063 33.00313
52 H -8.03892 -16.52900 32.29890
53 H -9.43834 -16.32462 31.17963
54 H -6.89773 -15.52606 29.95263
55 H -8.43560 -16.11825 29.16669
56 H -6.91238 -16.73240 28.63998
57 H -5.89273 -18.77720 30.34118
58 H -6.61917 -18.83560 31.99759
59 H -5.83503 -17.40695 31.43107
60 H -8.19307 -18.56729 27.83437
61 C -0.29274 -17.57870 19.75948
62 C 0.66974 -17.52725 18.58946
63 C 0.38945 -18.68418 17.58098
64 C 0.62057 -16.18925 17.82928
65 C 1.15524 -15.05109 18.71637
66 C 2.59925 -15.37071 19.07348
67 C 2.83370 -16.71547 19.72422
68 C 4.33794 -16.92383 19.59046
69 C 2.45226 -16.73845 21.24725
70 N 2.11717 -17.71122 18.94835
71 O 2.34578 -19.01907 19.49279
72 H -1.31138 -17.50809 19.41969
73 H -0.27697 -18.49676 20.31341
74 H -0.14038 -16.72428 20.39288
75 H -0.63890 -18.73622 17.24449
76 H 1.07797 -18.66052 16.73631
77 H 0.57252 -19.62135 18.12154
78 H 1.08125 -16.26807 16.86390
79 H -0.41039 -16.08214 17.60049
80 H 1.02242 -14.10824 18.15134
81 H 0.56408 -15.07412 19.61078
82 H 3.02984 -14.57968 19.73671
83 H 3.25100 -15.33712 18.19581
84 H 4.79282 -16.15095 20.21329
85 H 4.80861 -16.73221 18.63598
86 H 4.69520 -17.86441 20.00392
87 H 1.42301 -16.44219 21.35969
88 H 3.12151 -16.13277 21.82062
89 H 2.44752 -17.75106 21.68695
90 H 2.56449 -19.51439 18.74600
91 C -5.49310 -12.48649 20.79528
92 C -5.23341 -12.40996 19.27790
93 C -6.05785 -11.26228 18.71959
94 C -3.67923 -12.29390 18.96351
95 C -2.96305 -13.61095 19.24966
96 C -3.50092 -14.66418 18.33997
97 C -5.02044 -14.95134 18.53145
98 C -5.60015 -15.67617 17.30470
99 C -5.32863 -15.71840 19.80336
100 N -5.68296 -13.57988 18.45865
101 O -7.07103 -13.68080 18.58849
102 H -4.73758 -13.02500 21.39826
103 H -5.49294 -11.51712 21.27403
104 H -6.48091 -12.93444 21.05317
105 H -7.12560 -11.35379 18.88506
106 H -5.68280 -10.34775 19.08462
107 H -6.01324 -11.05799 17.62837
108 H -3.56647 -11.99414 17.90095
109 H -3.30018 -11.49736 19.63249
110 H -1.90263 -13.55497 19.04970
111 H -3.03568 -13.75868 20.32014
112 H -2.91111 -15.59331 18.40457
113 H -3.29492 -14.26672 17.24425
114 H -5.21586 -16.68453 17.13090
115 H -5.44361 -15.04987 16.37085
116 H -6.71654 -15.82155 17.35593
117 H -5.68136 -16.73954 19.64988
118 H -6.00960 -15.14988 20.46961
119 H -4.40469 -15.84848 20.41431
120 H -7.19517 -14.18348 19.40769
121 C -0.72352 -23.47221 22.59757
122 C -0.04282 -22.58790 23.68736
123 C -1.07378 -21.73187 24.44610
124 C 0.64719 -23.49376 24.71747
125 C 1.56171 -22.67402 25.71163
126 C 2.60116 -21.99414 24.81614
127 C 2.05976 -21.10334 23.70053
128 C 1.55816 -19.78231 24.22579
129 C 3.19392 -20.88725 22.68862
130 N 1.07861 -21.91016 22.96842
131 O 0.51308 -20.97913 22.04433
132 H -1.30287 -24.32459 23.03390
133 H -1.41733 -22.84844 21.95214
134 H 0.08103 -23.90993 22.03598
135 H -1.77911 -22.50217 24.75600
136 H -0.68580 -21.34740 25.41657
137 H -1.58070 -20.93120 23.95042
138 H -0.13161 -23.99494 25.25947
139 H 1.27726 -24.31999 24.32392
140 H 0.95105 -21.93543 26.23966
141 H 1.99008 -23.40194 26.40497
142 H 3.29717 -22.83590 24.34468
143 H 3.31345 -21.49864 25.50161
144 H 2.39551 -19.15612 24.58893
145 H 0.79072 -19.77112 24.99923
146 H 1.09169 -19.14535 23.43578
147 H 3.48261 -21.81603 22.24094
148 H 4.14459 -20.55305 23.08592
149 H 2.84381 -20.18145 21.90217
150 H 0.90412 -21.12472 21.21234
151 C -8.36708 -19.74309 25.12320
152 C -7.63209 -21.11863 24.98195
153 C -8.62630 -22.25099 25.02133
154 C -6.84315 -21.12392 23.69252
155 C -5.74625 -22.16131 23.57005
156 C -4.78951 -22.00723 24.79149
157 C -5.59850 -22.14631 26.09566
158 C -6.07180 -23.59917 26.42711
159 C -4.78066 -21.82009 27.32834
160 N -6.66233 -21.08799 26.13613
161 O -7.43524 -21.48436 27.26517
162 H -7.91771 -18.79284 25.12086
163 H -9.00880 -19.72295 24.20957
164 H -9.04930 -19.74776 25.98018
165 H -9.52207 -22.05959 24.39243
166 H -8.17665 -23.16702 24.59868
167 H -8.98627 -22.30120 26.07462
168 H -7.58392 -21.24908 22.89623
169 H -6.33861 -20.16818 23.44707
170 H -6.13716 -23.18442 23.57398
171 H -5.17824 -22.06701 22.64714
172 H -4.40061 -21.01739 24.68940
173 H -3.98980 -22.75766 24.88879
174 H -6.67548 -24.02027 25.58782
175 H -6.64440 -23.55639 27.33108
176 H -5.20915 -24.22240 26.53233
177 H -4.54857 -20.75297 27.33664
178 H -3.78816 -22.38067 27.30755
179 H -5.25725 -22.01826 28.26246
180 H -7.50845 -20.69081 27.82053
181 C -3.99948 -17.48363 27.38644
182 C -3.80386 -17.61969 25.83419
183 C -2.83341 -18.81821 25.60411
184 C -5.23912 -17.96293 25.24975
185 C -5.19044 -17.79305 23.70447
186 C -4.76554 -16.42685 23.44030
187 C -3.31525 -16.14717 23.94570
188 C -2.28643 -17.00233 23.14450
189 C -3.07923 -14.69793 23.67735
190 N -3.33919 -16.27436 25.40982
191 O -2.00485 -16.10036 25.86594
192 H -4.62604 -16.61697 27.60532
193 H -4.44018 -18.40023 27.73517
194 H -3.02377 -17.23462 27.81032
195 H -1.80765 -18.48323 25.60105
196 H -2.93299 -19.51328 26.42714
197 H -3.03186 -19.38127 24.70768
198 H -5.55724 -18.94129 25.57544
199 H -5.90931 -17.22803 25.73314
200 H -4.53524 -18.57002 23.31040
201 H -6.21151 -17.92254 23.33255
202 H -5.36433 -15.66641 23.90749
203 H -4.63786 -16.25221 22.36960
204 H -1.82248 -16.31030 22.38868
205 H -2.74213 -17.81201 22.56439
206 H -1.54020 -17.37875 23.85218
207 H -2.13793 -14.34244 24.12580
208 H -3.88947 -14.14338 24.14735
209 H -3.09069 -14.41066 22.63410
210 H -2.08718 -15.31601 26.42634
211 O 1.60359 -13.44162 21.70005
212 C 0.79617 -13.99456 22.73095
213 C 1.05934 -13.14207 23.94879
214 O 2.40202 -13.19475 24.29874
215 H 1.60902 -14.13593 21.04286
216 H -0.27922 -13.98580 22.56695
217 H 1.15504 -15.05620 22.98058
218 H 0.39355 -13.55226 24.74803
219 H 0.72118 -12.06617 23.80438
220 H 2.86512 -12.90410 23.55693
221 O 1.01478 -15.30694 26.72439
222 C 1.36256 -16.51779 26.10036
223 C 2.85247 -16.51750 25.81666
224 O 3.15142 -15.92983 24.50804
225 H 1.57924 -14.55395 26.48773
226 H 1.11568 -17.26177 26.88334
227 H 0.72681 -16.62164 25.24138
228 H 3.18372 -17.56270 25.77064
229 H 3.29048 -15.90275 26.63944
230 H 2.92372 -14.98356 24.50883
231 O -1.91371 -20.24548 20.75679
232 C -3.04951 -21.09984 21.07782
233 C -4.11356 -20.63783 20.18403
234 O -4.22453 -19.24553 20.17450
235 H -1.19611 -20.38961 21.43314
236 H -2.76175 -22.17291 20.83859
237 H -3.37904 -20.97175 22.12702
238 H -5.13621 -20.98139 20.37809
239 H -3.71629 -21.01449 19.21597
240 H -3.36405 -18.84577 19.94720
241 O -4.61262 -13.97344 28.98954
242 C -4.40228 -13.54648 27.60832
243 C -2.96278 -13.02473 27.42714
244 O -2.00045 -13.94254 27.81208
245 H -5.06858 -14.86082 28.95831
246 H -4.51344 -14.36803 26.93322
247 H -5.26944 -12.87071 27.40463
248 H -2.84238 -12.07927 27.99401
249 H -2.81276 -12.79042 26.37751
250 H -2.25802 -14.19950 28.69479

Atoms 1-2, force components in eV/Å:
C -0.8 0.5 -0.2
C 2.1 -2.2 0.0

Values from the calculation:
highest occupied orbital energy = -0.3117 Eh
structure (SMILES) = CC1(C)CCCC(C)(C)N1O.CC1(C)CCCC(C)(C)N1O.CC1(C)CCCC(C)(C)N1O.CC1(C)CCCC(C)(C)N1O.CC1(C)CCCC(C)(C)N1O.CC1(C)CCCC(C)(C)N1O.CC1(C)CCCC(C)(C)N1O.OCCO.OCCO.OCCO.OCCO
2S+1 = 1

Mulliken population analysis, charges in e, atoms 1 to 6: number 1, C, carries -0.89; number 2, C, carries 2.14; number 3, C, carries -1.98; number 4, C, carries -0.53; number 5, C, carries 1.57; number 6, C, carries -2.14

Entry from the Open Molecules 2025 dataset: 11 unconnected molecules or ions with the total composition C71H52BrF9NO40S (the ωB97M-V functional and the def2-TZVPD basis).

Positions of all 175 atoms, in Å:
1 F -0.95950 3.42675 -3.31922
2 C -0.96740 3.43042 -1.95874
3 F -1.72282 4.52887 -1.63482
4 C 0.41273 3.71144 -1.35740
5 C 0.96607 5.02737 -1.97541
6 C 2.48039 5.01031 -2.30848
7 C 2.97737 3.76284 -3.07410
8 C 2.13265 3.36446 -4.26535
9 C 1.40958 4.25748 -5.00610
10 N 0.66016 3.80556 -6.01723
11 C 0.57136 2.52564 -6.36327
12 C 1.28947 1.58204 -5.69179
13 C 2.08922 2.00014 -4.62828
14 Br 3.08394 0.67782 -3.72523
15 C -1.75953 2.22965 -1.37018
16 F -2.11891 2.51248 -0.11967
17 F -2.91423 2.14990 -2.06175
18 S -0.93325 0.54152 -1.42472
19 F 0.10561 0.98793 -2.55296
20 F -1.90609 0.06709 -2.60464
21 F -2.03461 -0.00241 -0.40819
22 F 0.04068 0.91343 -0.23701
23 F -0.28055 -0.90450 -1.45467
24 H 0.27778 3.90004 -0.28459
25 H 1.09826 2.86360 -1.43040
26 H 0.40832 5.35643 -2.85690
27 H 0.81627 5.82064 -1.23276
28 H 2.65817 5.87354 -2.97137
29 H 3.11904 5.19700 -1.43799
30 H 3.02425 2.93422 -2.35848
31 H 4.00698 3.90811 -3.43045
32 H 1.43923 5.30548 -4.72818
33 H 0.10797 4.47636 -6.54253
34 H -0.07200 2.21330 -7.18080
35 H 1.26530 0.52778 -5.95585
36 C -1.85780 -5.53134 -1.78499
37 C -1.69198 -6.64577 -1.05915
38 C -1.13056 -6.60252 0.33351
39 O -1.02075 -7.64247 0.95009
40 C -0.73861 -5.30577 0.87745
41 C -0.90323 -4.19967 0.14629
42 C -1.48770 -4.23877 -1.23117
43 O -1.62722 -3.18450 -1.82868
44 O -0.56030 -2.98313 0.59029
45 O -2.01421 -7.84971 -1.52465
46 H -2.26367 -5.54871 -2.78664
47 H -0.31907 -5.28540 1.87504
48 H -0.78507 -2.37094 -0.13495
49 H -1.80047 -8.47874 -0.80872
50 C 2.33887 -2.81528 5.04231
51 C 3.00096 -1.69579 5.35915
52 C 2.63749 -0.36913 4.76402
53 O 3.26387 0.61683 5.10450
54 C 1.54646 -0.32632 3.80287
55 C 0.88337 -1.44621 3.48358
56 C 1.23629 -2.77209 4.09826
57 O 0.58484 -3.75297 3.78436
58 O -0.12255 -1.44829 2.61473
59 O 4.01558 -1.69379 6.22119
60 H 2.59240 -3.77495 5.47062
61 H 1.30056 0.63328 3.37019
62 H -0.43125 -2.37232 2.55606
63 H 4.31722 -0.76550 6.27588
64 C -2.81042 -1.90372 8.85134
65 C -3.45882 -2.09475 7.69405
66 C -2.72044 -2.28310 6.40182
67 O -3.35470 -2.47458 5.38088
68 C -1.26793 -2.22283 6.42953
69 C -0.62039 -2.02711 7.58256
70 C -1.35701 -1.86914 8.87787
71 O -0.70898 -1.71367 9.89828
72 O 0.71325 -1.96307 7.64884
73 O -4.78754 -2.13177 7.62280
74 H -3.33010 -1.77046 9.78958
75 H -0.75240 -2.34436 5.49155
76 H 0.92321 -1.82671 8.59327
77 H -4.99969 -2.28327 6.68260
78 C 1.04676 -6.83060 12.49932
79 C 1.73911 -5.71888 12.77724
80 C 1.37243 -4.39276 12.17831
81 O 2.02799 -3.41398 12.48228
82 C 0.24729 -4.34328 11.25393
83 C -0.44074 -5.45576 10.97479
84 C -0.09213 -6.77612 11.59294
85 O -0.76789 -7.74831 11.31254
86 O -1.47726 -5.45653 10.13087
87 O 2.78914 -5.72184 13.59853
88 H 1.29978 -7.79096 12.92592
89 H -0.00140 -3.38600 10.81217
90 H -1.79679 -6.37870 10.10610
91 H 3.10411 -4.79851 13.62906
92 C 4.61288 6.54415 -6.57276
93 C 4.73283 7.33058 -7.65209
94 C 5.09691 8.78325 -7.53020
95 O 5.20821 9.43907 -8.54483
96 C 5.29310 9.33141 -6.19463
97 C 5.16957 8.54451 -5.11839
98 C 4.83207 7.08891 -5.24353
99 O 4.74845 6.41475 -4.22856
100 O 5.33903 9.00698 -3.87937
101 O 4.53944 6.87576 -8.88420
102 H 4.35452 5.49645 -6.64775
103 H 5.53798 10.38134 -6.11739
104 H 5.20009 8.24623 -3.28595
105 H 4.68914 7.63875 -9.47770
106 C 8.95299 -2.70243 9.37510
107 C 8.17042 -3.76543 9.60587
108 C 6.89712 -3.98503 8.84251
109 O 6.23449 -4.97625 9.07995
110 C 6.51424 -2.98804 7.85151
111 C 7.29347 -1.92823 7.62316
112 C 8.57819 -1.72084 8.36559
113 O 9.25404 -0.74447 8.10012
114 O 6.97289 -0.99383 6.71852
115 O 8.47397 -4.68576 10.52001
116 H 9.87319 -2.53437 9.91659
117 H 5.58887 -3.14378 7.31650
118 H 7.69884 -0.34152 6.74815
119 H 7.75269 -5.34254 10.48677
120 C -4.37799 2.83839 2.22468
121 C -4.23387 1.82988 3.09484
122 C -3.69830 2.05460 4.47943
123 O -3.60837 1.09867 5.22491
124 C -3.30715 3.40549 4.85542
125 C -3.44861 4.41247 3.98417
126 C -4.00904 4.19264 2.60879
127 O -4.12831 5.15146 1.86792
128 O -3.10245 5.66420 4.28320
129 O -4.55425 0.57533 2.78661
130 H -4.76435 2.68889 1.22562
131 H -2.90653 3.55187 5.84872
132 H -3.30712 6.19313 3.48877
133 H -4.35702 0.04399 3.58295
134 C -7.97472 0.95981 -2.17159
135 C -8.69336 0.96308 -3.30270
136 C -8.03827 0.88750 -4.65124
137 O -8.73844 0.87403 -5.64550
138 C -6.58383 0.83734 -4.70430
139 C -5.86731 0.83645 -3.57535
140 C -6.52128 0.88497 -2.22721
141 O -5.81510 0.86463 -1.23514
142 O -4.53269 0.79287 -3.57941
143 O -10.02322 1.03170 -3.29855
144 H -8.43478 1.01169 -1.19484
145 H -6.12457 0.80076 -5.68100
146 H -4.26834 0.79875 -2.64232
147 H -10.29357 1.01553 -4.23638
148 C 2.58225 -3.32583 -8.97754
149 C 2.07334 -2.70943 -7.90538
150 C 2.93865 -1.92758 -6.96208
151 O 2.41270 -1.36671 -6.00868
152 C 4.36398 -1.87308 -7.21935
153 C 4.88027 -2.49333 -8.29166
154 C 4.01229 -3.25371 -9.25363
155 O 4.53180 -3.77859 -10.21569
156 O 6.17733 -2.47054 -8.56352
157 O 0.76993 -2.75334 -7.61368
158 H 1.96861 -3.89023 -9.66557
159 H 4.97762 -1.32081 -6.52138
160 H 6.28941 -2.98805 -9.38541
161 H 0.66088 -2.23650 -6.79512
162 C -4.85557 1.15433 -9.26146
163 C -4.38345 0.93087 -10.49207
164 C -5.27712 0.47449 -11.60800
165 O -4.78851 0.30728 -12.70891
166 C -6.68481 0.25076 -11.31315
167 C -7.15844 0.47129 -10.07867
168 C -6.27002 0.95276 -8.97234
169 O -6.75926 1.15283 -7.87786
170 O -8.43631 0.27828 -9.76189
171 O -3.09584 1.09980 -10.80390
172 H -4.22286 1.48520 -8.44970
173 H -7.31490 -0.09439 -12.12057
174 H -8.51867 0.50914 -8.81528
175 H -3.02392 0.87337 -11.75187

Atoms 1-2, force components in eV/Å:
F 0.1 -0.8 0.1
C 0.6 1.3 1.0

Values from the calculation:
highest occupied orbital energy = -0.3836 Eh
2S+1 = 1
net charge = +1

Mulliken population analysis, charges in e, atoms 1 to 6: number 1, F, carries -0.33; number 2, C, carries 0.67; number 3, F, carries -0.34; number 4, C, carries -0.74; number 5, C, carries -1.03; number 6, C, carries -0.95